Molecular formula: C4H9NO
Method: DFT, the ωB97M-V functional and the def2-TZVPD basis

Geometry (Å):
O 0.573 -0.394 -0.107
N -0.685 0.366 2.047
C -0.598 0.401 -0.586
C 0.679 -1.782 -0.423
C 0.253 -0.305 1.938
C -0.384 1.926 -0.443
H 0.684 2.139 -0.371
H -1.570 0.146 -0.120
H 1.102 -0.931 2.118
H 0.828 -1.909 -1.498
H -0.873 2.375 0.432
H -0.182 -2.382 -0.093
H -0.632 0.123 -1.631
H 1.569 -2.223 0.071
H -0.766 2.450 -1.333

SMILES: CCOC.C#N
HOMO-LUMO gap, Ha: 0.389
Energy relative to the best compared isomer or geometry (same formula, charge and spin), kcal/mol: 74.0

=====

Molecular formula: C16H15BrN6S3SbSn
Method: DFT, the ωB97M-V functional and the def2-TZVPD basis

Geometry (Å):
Sb -2.689 -1.332 -2.671
Sn -0.412 0.215 0.177
Br 0.060 -2.701 1.771
S -0.533 -0.549 -2.266
S -3.691 -1.469 -0.388
S -2.881 -3.176 -0.965
N 5.304 3.449 -0.362
N 4.545 3.743 -1.457
N 0.944 1.954 -0.088
N 1.598 -0.962 0.266
N 6.156 2.558 -0.658
N 2.384 3.535 -0.506
C 1.072 2.732 -2.483
C 3.963 -2.386 0.501
C 6.263 1.122 -4.069
C 4.932 2.945 -2.508
C 6.674 1.271 -2.765
C 3.919 -1.224 -0.254
C 1.593 2.285 1.095
C 2.726 -0.543 -0.345
C 2.495 3.254 0.841
C 3.306 4.419 -1.234
C 4.520 2.818 -3.839
C 1.659 -2.098 0.966
C 2.811 -2.841 1.122
C 5.981 2.200 -1.984
C 1.439 2.744 -1.044
C 5.200 1.889 -4.596
H 0.683 3.698 -2.806
H 4.886 -2.942 0.602
H 3.457 5.317 -0.643
H 2.861 4.684 -2.189
H 6.779 0.428 -4.717
H 0.306 1.982 -2.661
H 4.928 1.761 -5.635
H 3.750 3.437 -4.279
H 2.800 -3.747 1.710
H 2.650 0.366 -0.923
H 1.364 1.810 2.036
H 7.508 0.716 -2.358
H 1.940 2.485 -3.095
H 3.215 3.754 1.464
H 4.794 -0.846 -0.765

Net charge: +2
2S+1: 2
HOMO-LUMO gap (spin up / spin down), Ha: 0.237 / 0.179
<S²>: 0.757

=====

Molecular formula: C45H35Cl2OP2PtS
Method: DFT, the ωB97M-V functional and the def2-TZVPD basis

Geometry (Å):
Pt -0.655 -0.637 0.065
Cl -3.912 -1.310 1.104
Cl -1.925 -5.845 -1.154
S -1.408 -3.024 -0.289
P -1.535 1.566 -0.184
P 1.591 -1.515 0.180
O 1.394 1.382 0.199
C 0.124 5.268 -0.297
C 1.502 -3.723 -3.824
C 5.285 0.124 -0.284
C -2.962 1.359 3.583
C -2.575 1.872 1.256
C 1.929 -2.550 1.596
C -2.987 -3.620 -0.032
C 2.324 -3.629 -1.557
C 1.036 2.690 0.029
C -1.626 2.013 -2.879
C -3.204 -4.979 -0.430
C 1.477 5.017 -0.124
C -2.230 1.181 2.424
C 1.457 -4.559 2.838
C 2.634 -2.031 2.690
C -4.035 2.243 3.582
C -4.089 -2.924 0.557
C 4.261 -0.797 -0.163
C 1.340 -3.824 1.676
C 2.964 -0.344 0.037
C 3.737 1.967 0.039
C -0.782 4.224 -0.325
C -5.461 -4.878 0.345
C 3.689 3.684 1.810
C 4.354 4.358 -0.510
C 2.264 -4.259 -2.792
C -2.397 1.730 -1.738
C -4.370 2.943 2.431
C 2.713 1.026 0.104
C 1.612 -2.449 -1.363
C 2.756 -2.784 3.842
C 5.024 1.482 -0.170
C -2.221 2.024 -4.124
C -3.649 2.759 1.261
C 1.968 3.724 0.034
C 3.435 3.432 0.296
C 0.795 -2.541 -3.636
C -3.575 1.724 -4.247
C 0.858 -1.904 -2.410
C -3.764 1.440 -1.866
C -4.425 -5.588 -0.239
C -4.345 1.444 -3.119
C -0.322 2.924 -0.164
C 2.156 -4.038 3.924
C -5.295 -3.546 0.745
H 4.728 3.460 2.052
H 6.297 -0.216 -0.458
H -4.035 1.709 -5.226
H 3.043 3.054 2.424
H -1.834 4.423 -0.489
H -2.702 0.819 4.483
H 5.397 4.178 -0.261
H -1.638 2.272 -5.001
H -1.373 0.505 2.420
H -4.567 -6.617 -0.540
H 2.238 -4.613 4.837
H -3.923 3.306 0.367
H -4.611 2.386 4.486
H -5.400 1.233 -3.225
H -5.199 3.637 2.443
H -0.225 6.284 -0.416
H 2.917 -4.056 -0.758
H -0.572 2.246 -2.778
H 1.465 -4.223 -4.783
H 2.159 5.854 -0.118
H -4.366 1.246 -0.989
H 5.850 2.174 -0.249
H 0.339 -0.947 -2.270
H -6.417 -5.358 0.506
H 0.214 -2.119 -4.445
H 0.829 -4.238 0.816
H 3.097 -1.054 2.630
H 4.471 -1.857 -0.233
H 2.814 -5.178 -2.949
H 1.007 -5.540 2.908
H 4.221 4.212 -1.583
H 3.488 4.728 2.049
H -6.113 -3.017 1.213
H 4.159 5.401 -0.273
H 3.314 -2.396 4.683

Net charge: +3
2S+1: 5
HOMO-LUMO gap (spin up / spin down), Ha: 0.295 / 0.143
<S²>: 6.046
Energy relative to the best compared isomer or geometry (same formula, charge and spin), kcal/mol: 15.1

=====

Molecular formula: C24H22N8O7P2Sr
Method: DFT, the ωB97M-V functional and the def2-TZVPD basis

Geometry (Å):
Sr 0.467 -1.141 1.088
P 0.872 -3.706 2.794
P 3.316 -3.310 1.285
O 2.989 -5.407 2.799
O 0.532 -2.365 3.370
O 2.931 -1.882 1.175
O 0.444 -3.908 1.360
O 4.886 -3.510 1.242
O 2.790 -4.266 0.148
O 0.328 -4.893 3.739
N -0.225 -2.178 -3.484
N 0.254 1.368 1.557
N 1.221 0.259 -1.244
N 0.220 -2.346 -1.288
N -1.876 -0.389 0.266
N -0.593 -3.379 -3.004
N 1.437 1.749 -3.584
N -4.260 7.597 -3.010
C -3.849 4.980 -0.727
C -2.161 3.265 -0.638
C 1.084 3.436 2.044
C -2.737 -1.245 -0.257
C 0.038 3.618 1.171
C 0.258 -1.584 -2.416
C 0.905 0.534 -3.582
C 1.868 2.212 -2.414
C 1.748 1.478 -1.243
C -2.108 4.909 -2.399
C -3.285 0.696 -1.189
C -0.328 -3.469 -1.695
C -2.188 0.850 -0.285
C -3.811 6.668 -2.503
C -1.568 3.796 -1.779
C -3.632 -0.631 -1.172
C 0.810 -0.219 -2.415
C 1.168 2.037 2.247
C 3.344 -3.336 4.053
C -3.305 3.861 -0.121
C -3.249 5.506 -1.869
C -1.567 2.064 0.023
C 2.694 -4.010 2.850
C -0.480 2.324 0.869
H -1.014 -4.058 -3.614
H -4.736 5.450 -0.325
H -0.341 4.556 0.796
H 0.546 0.133 -4.522
H -0.683 3.326 -2.188
H -4.425 -1.113 -1.720
H 2.063 1.885 -0.289
H 2.898 -3.712 4.976
H -3.747 1.480 -1.767
H 1.704 4.191 2.501
H -1.650 5.318 -3.290
H -2.713 -2.290 0.026
H 3.193 -2.259 4.020
H 2.402 -5.862 3.416
H 4.411 -3.556 4.068
H 1.880 1.511 2.872
H -0.539 -4.331 -1.084
H 5.141 -4.441 1.178
H -0.131 -4.535 4.508
H 2.308 3.201 -2.400
H -3.767 3.441 0.764
H 1.819 -4.368 0.315

HOMO-LUMO gap, Ha: 0.255
Energy relative to the best compared isomer or geometry (same formula, charge and spin), kcal/mol: 0.0

=====

Molecular formula: C3H8NO
Method: DFT, the ωB97M-V functional and the def2-TZVPD basis

Geometry (Å):
O 0.383 0.081 -2.232
N 0.701 -0.796 1.838
C 0.376 -0.697 0.380
C -0.557 0.455 0.087
C -0.600 0.697 -1.555
H 1.250 -0.602 -0.263
H -1.507 0.148 0.525
H -0.281 1.430 0.482
H -0.442 1.797 -1.626
H -1.622 0.363 -1.846
H -0.135 -1.627 0.134
H 1.505 -1.402 1.955
H 0.928 0.154 2.122

SMILES: NCCC[O-]
Net charge: -1
HOMO-LUMO gap, Ha: 0.247
Energy relative to the best compared isomer or geometry (same formula, charge and spin), kcal/mol: 16.8

=====

Molecular formula: CHN5O2
Method: DFT, the ωB97M-V functional and the def2-TZVPD basis

Geometry (Å):
O -2.109 0.384 -1.289
O -1.849 -0.103 0.867
N 0.671 -0.936 -0.860
N 1.943 -0.598 -0.390
N -1.502 0.142 -0.273
N 1.916 0.275 0.423
N 0.763 0.822 0.676
C -0.052 -0.021 -0.367
H 0.219 0.036 1.214

SMILES: O=[N+]([O-])c1nnn[nH]1
HOMO-LUMO gap, Ha: 0.373
Energy relative to the best compared isomer or geometry (same formula, charge and spin), kcal/mol: 83.3

=====

Molecular formula: C2H2N3O2
Method: DFT, the ωB97M-V functional and the def2-TZVPD basis

Geometry (Å):
O 3.402 -0.793 0.012
O -1.927 -1.546 0.725
N -1.090 0.542 -0.003
N -1.497 -0.236 -1.297
N 1.563 0.655 0.176
C 2.472 -0.055 0.087
C -1.617 -0.745 -0.116
H -1.863 1.294 0.248
H 0.557 0.885 0.169

Net charge: -1
HOMO-LUMO gap, Ha: 0.286
Energy relative to the best compared isomer or geometry (same formula, charge and spin), kcal/mol: 39.0

=====

Molecular formula: C4H6N2O
Method: DFT, the ωB97M-V functional and the def2-TZVPD basis

Geometry (Å):
O -1.637 -0.335 2.571
N 2.322 0.198 -1.469
N 0.863 -0.594 0.171
C 1.309 -0.424 -1.070
C -0.671 -0.707 1.959
C -1.084 0.833 -0.024
C -0.192 -0.072 0.697
H -2.094 0.847 0.377
H 0.339 -0.612 -1.800
H -0.112 -1.620 2.227
H 2.515 0.122 -2.462
H -0.687 1.843 0.014
H -0.872 0.521 -1.190

SMILES: [H]/N=C/N=C(\C)C=O
HOMO-LUMO gap, Ha: 0.339
Energy relative to the best compared isomer or geometry (same formula, charge and spin), kcal/mol: 67.5

=====

Molecular formula: C7H13ClNOPS
Method: DFT, the ωB97M-V functional and the def2-TZVPD basis

Geometry (Å):
Cl 1.810 3.208 0.691
S -0.342 3.348 -1.661
P -0.135 2.857 0.200
O 0.283 0.837 3.838
N 0.201 0.680 0.461
C -0.431 0.900 2.872
C -0.682 -0.187 -1.591
C 1.738 0.497 -1.399
C 0.554 -0.157 -0.684
C 0.946 -1.590 -0.305
C -0.038 0.197 1.600
C -1.810 1.486 2.868
H -2.057 1.857 3.859
H 1.296 -2.097 -1.200
H -1.866 2.295 2.144
H 2.595 0.556 -0.732
H 1.488 1.496 -1.741
H 2.009 -0.098 -2.266
H -0.461 -0.767 -2.483
H -0.963 0.817 -1.892
H 0.059 -0.876 1.780
H -1.523 -0.645 -1.073
H 0.104 -2.158 0.084
H 1.756 -1.592 0.422
H -2.528 0.724 2.568

HOMO-LUMO gap, Ha: 0.299
Energy relative to the best compared isomer or geometry (same formula, charge and spin), kcal/mol: 0.0

=====

Molecular formula: C2H4N2O2S2
Method: DFT, the ωB97M-V functional and the def2-TZVPD basis

Geometry (Å):
S -0.307 -0.241 -2.318
S -1.698 0.945 1.002
O 1.098 -1.711 1.088
O 1.798 0.832 0.792
N 1.322 0.834 -0.574
N -0.353 -1.387 1.201
C 0.172 0.033 -0.782
C -0.626 -0.231 0.535
H -0.596 -1.199 2.314
H 1.438 -0.581 1.205
H 2.064 0.678 -1.368
H 1.947 1.935 0.949

SMILES: ONC(=S)C(=S)NO
HOMO-LUMO gap, Ha: 0.312
Energy relative to the best compared isomer or geometry (same formula, charge and spin), kcal/mol: 118.5

=====

Molecular formula: C28H28ClN5O7W
Method: DFT, the ωB97M-V functional and the def2-TZVPD basis

Geometry (Å):
W -0.846 0.192 -0.106
Cl 3.864 5.477 -2.749
O -7.074 0.462 2.666
O -6.494 -1.513 1.749
O -0.261 -0.408 -2.249
O -1.146 2.009 -1.126
O -4.353 -2.270 0.290
O -2.784 0.692 -1.456
O -2.204 -1.539 0.222
N 0.760 -1.571 0.109
N -4.600 1.698 2.074
N -2.281 1.874 -1.745
N -2.780 0.836 1.174
N -0.259 -0.320 2.220
C 2.611 -3.920 -2.914
C 5.167 -2.432 0.027
C -3.801 -0.135 1.178
C -0.585 0.071 3.480
C -0.274 0.439 -3.395
C 3.261 3.078 -1.691
C 0.926 -2.160 1.303
C -0.303 -0.887 4.462
C 0.736 -2.565 -2.156
C 1.309 2.657 -0.240
C -3.478 -1.406 0.473
C 3.224 -3.674 -1.723
C 2.744 -2.749 -0.763
C -4.956 0.392 1.726
C -0.497 -1.821 -2.569
C -2.676 3.285 1.835
C 0.397 -1.868 3.817
C 0.453 -1.454 2.441
C 1.638 4.871 -1.326
C 3.690 -2.164 0.214
C 0.703 1.773 0.779
C 2.880 4.427 -1.851
C 0.869 3.987 -0.556
C 1.384 -2.318 -0.921
C 1.380 -3.267 -3.177
C -3.328 1.928 1.722
C 2.495 2.233 -0.890
C -6.241 -0.229 2.065
H -2.675 3.758 0.842
H -1.386 -2.183 -2.006
H 2.824 1.191 -0.805
H -5.726 -1.900 1.177
H 0.862 -2.748 4.248
H 1.398 -3.160 1.436
H 2.992 -4.693 -3.561
H 5.766 -1.612 0.409
H 1.535 1.320 1.342
H 1.302 5.864 -1.550
H 0.935 -3.281 -4.208
H -0.099 4.328 -0.182
H 3.498 -1.081 0.235
H -0.577 -0.812 5.485
H 0.114 2.441 1.431
H -0.895 0.005 -4.183
H 5.512 -3.362 0.590
H -1.063 1.027 3.640
H -5.176 2.377 2.581
H 3.401 -2.465 1.232
H -0.707 1.406 -3.155
H 5.425 -2.561 -1.064
H -1.641 3.221 2.203
H -3.337 3.907 2.469
H 4.179 2.759 -2.136
H 0.772 0.518 -3.748
H 4.142 -4.159 -1.480
H -0.646 -1.814 -3.661

2S+1: 3
HOMO-LUMO gap (spin up / spin down), Ha: 0.244 / 0.256
<S²>: 2.023
Energy relative to the best compared isomer or geometry (same formula, charge and spin), kcal/mol: 0.0

=====

Molecular formula: C40H28F4O16
Method: DFT, the ωB97M-V functional and the def2-TZVPD basis

Geometry (Å):
F 5.659 -6.193 3.413
F -3.821 -2.674 -6.232
F 13.101 -4.908 2.154
F 9.241 1.877 -7.996
O 4.410 -6.888 5.137
O -8.301 2.130 1.247
O 11.897 -5.976 -1.734
O 9.186 4.784 -6.764
O 8.528 3.925 -4.741
O 7.725 3.051 -6.710
O -11.929 6.211 1.045
O 11.954 -4.040 -0.700
O 13.101 -5.750 0.140
O -5.170 1.286 -7.379
O -4.283 -0.719 -6.947
O -5.874 -0.047 -5.637
O -0.124 -0.697 0.377
O 3.365 -0.919 4.652
O 2.810 -5.861 6.234
O 2.710 -6.116 3.990
C -12.455 3.099 3.960
C 12.323 -5.300 -0.848
C -8.517 6.575 -1.207
C -9.569 6.527 -0.345
C 4.396 -0.832 1.998
C 13.515 -4.669 0.912
C -7.656 5.469 -1.381
C -9.136 3.026 1.167
C 0.552 -0.725 1.371
C -1.245 -0.784 2.987
C -5.394 -1.289 -5.039
C 0.451 -0.902 5.159
C 2.050 -0.875 1.214
C -8.995 4.212 0.234
C -11.342 4.134 2.061
C 12.714 -3.532 0.361
C -7.890 4.383 -0.586
C 8.956 4.316 -8.116
C 8.395 2.896 -7.925
C -11.570 2.028 3.987
C -4.106 -1.450 -5.817
C 4.862 -0.569 0.742
C -11.141 5.267 1.119
C 3.286 -6.293 5.204
C 2.976 -0.912 2.273
C 2.578 -0.893 3.728
C 0.110 -0.690 2.737
C -5.082 0.305 -6.668
C -12.417 4.151 3.016
C 3.927 -0.465 -0.321
C 3.469 -6.893 3.000
C 1.003 -0.796 3.868
C -10.621 2.061 3.011
C 8.508 3.882 -5.935
C -9.923 5.335 0.278
C -1.807 -0.823 4.215
C 2.562 -0.704 -0.052
C -10.423 3.076 2.084
C 4.729 -7.083 3.788
C -0.922 -0.801 5.325
H -10.152 7.436 -0.329
H -6.108 -2.057 -5.338
H 13.285 -2.646 0.083
H -5.246 -1.190 -3.964
H 4.282 -0.391 -1.338
H 5.907 -0.335 0.601
H 12.099 -3.091 1.146
H 9.915 4.034 -8.551
H 5.118 -8.081 3.587
H -13.071 5.003 3.130
H 3.533 -6.516 1.980
H -9.876 1.280 3.044
H -11.642 1.184 4.656
H 1.144 -0.919 5.987
H 1.892 -0.627 -0.896
H -7.183 3.569 -0.659
H 8.350 5.027 -8.677
H 14.577 -4.425 0.885
H 2.862 -7.798 2.974
H -1.370 -0.619 6.291
H -13.252 3.222 4.679
H -6.832 5.555 -2.073
H -3.257 -1.047 -5.265
H -2.883 -0.792 4.307
H 7.652 2.706 -8.700
H -8.136 7.433 -1.741
H -2.028 -0.898 2.252
H 5.086 -0.954 2.819

SMILES: O=C1c2ccccc2C(=O)c2ccccc21.O=C1c2ccccc2C(=O)c2ccccc21.O=C1OC[C@@H](F)O1.O=C1OC[C@@H](F)O1.O=C1OC[C@@H](F)O1.O=C1OC[C@@H](F)O1
HOMO-LUMO gap, Ha: 0.307

=====

What is the formula in the tenth record? C2H4N2O2S2

=====

Copy entry 4 word for word.
Molecular formula: C24H22N8O7P2Sr
Method: DFT, the ωB97M-V functional and the def2-TZVPD basis

Geometry (Å):
Sr 0.467 -1.141 1.088
P 0.872 -3.706 2.794
P 3.316 -3.310 1.285
O 2.989 -5.407 2.799
O 0.532 -2.365 3.370
O 2.931 -1.882 1.175
O 0.444 -3.908 1.360
O 4.886 -3.510 1.242
O 2.790 -4.266 0.148
O 0.328 -4.893 3.739
N -0.225 -2.178 -3.484
N 0.254 1.368 1.557
N 1.221 0.259 -1.244
N 0.220 -2.346 -1.288
N -1.876 -0.389 0.266
N -0.593 -3.379 -3.004
N 1.437 1.749 -3.584
N -4.260 7.597 -3.010
C -3.849 4.980 -0.727
C -2.161 3.265 -0.638
C 1.084 3.436 2.044
C -2.737 -1.245 -0.257
C 0.038 3.618 1.171
C 0.258 -1.584 -2.416
C 0.905 0.534 -3.582
C 1.868 2.212 -2.414
C 1.748 1.478 -1.243
C -2.108 4.909 -2.399
C -3.285 0.696 -1.189
C -0.328 -3.469 -1.695
C -2.188 0.850 -0.285
C -3.811 6.668 -2.503
C -1.568 3.796 -1.779
C -3.632 -0.631 -1.172
C 0.810 -0.219 -2.415
C 1.168 2.037 2.247
C 3.344 -3.336 4.053
C -3.305 3.861 -0.121
C -3.249 5.506 -1.869
C -1.567 2.064 0.023
C 2.694 -4.010 2.850
C -0.480 2.324 0.869
H -1.014 -4.058 -3.614
H -4.736 5.450 -0.325
H -0.341 4.556 0.796
H 0.546 0.133 -4.522
H -0.683 3.326 -2.188
H -4.425 -1.113 -1.720
H 2.063 1.885 -0.289
H 2.898 -3.712 4.976
H -3.747 1.480 -1.767
H 1.704 4.191 2.501
H -1.650 5.318 -3.290
H -2.713 -2.290 0.026
H 3.193 -2.259 4.020
H 2.402 -5.862 3.416
H 4.411 -3.556 4.068
H 1.880 1.511 2.872
H -0.539 -4.331 -1.084
H 5.141 -4.441 1.178
H -0.131 -4.535 4.508
H 2.308 3.201 -2.400
H -3.767 3.441 0.764
H 1.819 -4.368 0.315

HOMO-LUMO gap, Ha: 0.255
Energy relative to the best compared isomer or geometry (same formula, charge and spin), kcal/mol: 0.0